[1]
{
  "formula": "C48H67BrN7",
  "method": "wB97M-V/def2-TZVPD",
  "homo_energy_ev": -10.96,
  "e_lumo_ev": -2.47,
  "total_charge": 1,
  "gap_ha": 0.312,
  "species": ["C", "C", "C", "C", "C", "C", "C", "C", "C", "C", "C", "C", "C", "C", "C", "C", "Br", "C", "C", "N", "H", "H", "H", "H", "H", "H", "H", "H", "H", "H", "H", "H", "H", "H", "H", "H", "H", "H", "H", "H", "H", "H", "H", "H", "H", "H", "H", "H", "H", "H", "H", "H", "H", "H", "H", "H", "H", "N", "C", "C", "C", "C", "C", "H", "H", "H", "H", "H", "N", "C", "C", "C", "C", "C", "H", "H", "H", "H", "H", "N", "C", "C", "C", "C", "C", "H", "H", "H", "H", "H", "N", "C", "C", "C", "C", "C", "H", "H", "H", "H", "H", "N", "C", "C", "C", "C", "C", "H", "H", "H", "H", "H", "N", "C", "C", "C", "C", "C", "H", "H", "H", "H", "H"],
  "positions_angstrom": [[1.86446, 3.32238, 2.53221], [2.01713, 2.20503, 1.48427], [2.98174, 1.10832, 1.93510], [3.07383, -0.05356, 0.92869], [1.94534, -1.09898, 1.11036], [0.99968, -1.22551, -0.10059], [-0.46339, -1.53139, 0.31366], [-1.46508, -0.94413, -0.68583], [-2.94530, -1.31302, -0.42179], [-3.35554, -1.20283, 1.05259], [-3.04033, 0.15721, 1.65089], [-3.87430, 1.32518, 1.13202], [-4.11157, 2.46677, 2.14759], [-4.30008, 3.84563, 1.47686], [-3.39644, 4.18936, 0.27577], [-3.90640, 3.67850, -1.09390], [-1.52826, 3.66374, 0.53143], [-3.08951, 2.57964, 3.32081], [-2.36541, 1.27925, 3.69707], [-3.08587, 0.09012, 3.15863], [1.48239, 4.23838, 2.07854], [2.82386, 3.53512, 3.00831], [1.16198, 3.03498, 3.32244], [1.03104, 1.74939, 1.31205], [2.37920, 2.64129, 0.54879], [3.97903, 1.53072, 2.09475], [2.63265, 0.72059, 2.90092], [4.05187, -0.52500, 1.04436], [3.04684, 0.36282, -0.08544], [1.38704, -0.84450, 2.01721], [2.43284, -2.06785, 1.25782], [1.34852, -2.03125, -0.74853], [1.01051, -0.28716, -0.66560], [-0.57856, -1.11522, 1.31795], [-0.59380, -2.61553, 0.39767], [-1.36030, 0.14654, -0.71810], [-1.19305, -1.32868, -1.67339], [-3.59669, -0.66406, -1.02065], [-3.13312, -2.32343, -0.79323], [-4.40849, -1.47083, 1.20741], [-2.77327, -1.93321, 1.63156], [-1.99388, 0.38446, 1.44004], [-3.38979, 1.65520, 0.22095], [-4.85844, 0.94036, 0.83309], [-5.05905, 2.22690, 2.64433], [-4.12230, 4.59760, 2.25362], [-5.32907, 4.00235, 1.14229], [-3.36614, 5.27702, 0.20987], [-3.34869, 2.80093, -1.42316], [-4.96282, 3.41443, -1.01326], [-3.77115, 4.46681, -1.83472], [-2.35194, 3.35769, 3.14501], [-3.67482, 2.90083, 4.18865], [-1.35636, 1.27060, 3.28135], [-2.27229, 1.18616, 4.77975], [-2.65163, -0.79098, 3.45554], [-4.05853, 0.10068, 3.46338], [-2.36016, -3.41185, 3.91659], [-2.05222, -4.56680, 3.32582], [-2.70900, -5.75939, 3.58305], [-3.74146, -5.75906, 4.50638], [-4.07444, -4.56853, 5.13370], [-3.35890, -3.43026, 4.80330], [-1.23567, -4.52924, 2.61395], [-2.41209, -6.66576, 3.07454], [-4.27563, -6.67125, 4.73654], [-4.86993, -4.52308, 5.86426], [-3.59090, -2.48207, 5.27955], [2.87013, 2.42900, -2.43006], [3.58168, 2.74959, -3.51073], [3.08237, 3.48625, -4.57585], [1.76517, 3.91236, -4.51283], [1.00830, 3.58849, -3.39710], [1.60818, 2.84981, -2.38977], [4.60641, 2.39443, -3.51935], [3.70472, 3.71400, -5.43206], [1.33560, 4.48829, -5.32285], [-0.02343, 3.90251, -3.30608], [1.05632, 2.57899, -1.49532], [5.33703, -2.89473, 0.59598], [6.57451, -2.77237, 0.11930], [7.69001, -3.32940, 0.72671], [7.51378, -4.05039, 1.89619], [6.23286, -4.18461, 2.40775], [5.18595, -3.59124, 1.72073], [6.67177, -2.19814, -0.79527], [8.67123, -3.19872, 0.29209], [8.35944, -4.49872, 2.40113], [6.04854, -4.73566, 3.32026], [4.16836, -3.67240, 2.08939], [-7.04639, 2.68221, -5.62505], [-5.84649, 2.71958, -6.20041], [-4.68595, 2.26605, -5.58951], [-4.77998, 1.74741, -4.30913], [-6.02197, 1.70142, -3.69606], [-7.12018, 2.17887, -4.39557], [-5.81793, 3.13464, -7.20148], [-3.73753, 2.31930, -6.10598], [-3.89745, 1.38229, -3.79730], [-6.13982, 1.30228, -2.69678], [-8.11052, 2.15836, -3.95387], [2.39493, -6.55642, 6.70946], [3.04634, -6.15404, 5.62075], [2.45831, -5.42002, 4.60099], [1.11819, -5.09003, 4.71927], [0.42499, -5.50145, 5.84556], [1.10860, -6.22937, 6.80845], [4.09157, -6.43834, 5.56637], [3.03660, -5.12104, 3.73777], [0.62462, -4.51497, 3.94770], [-0.62274, -5.26362, 5.97806], [0.60476, -6.56888, 7.70669], [4.37323, 3.28735, -7.59728], [4.43908, 4.25316, -8.51338], [5.05015, 4.10069, -9.74783], [5.62863, 2.87847, -10.04949], [5.57004, 1.86362, -9.10819], [4.93270, 2.11800, -7.90412], [3.97791, 5.19579, -8.23889], [5.07177, 4.92030, -10.45250], [6.11693, 2.71960, -11.00209], [6.00824, 0.89430, -9.30108], [4.86253, 1.34857, -7.14242]],
  "atomic_forces_ev_per_a": [[-0.14, -0.25, -0.16], [0.10, 0.21, 0.49], [-0.18, -0.12, -0.28], [0.02, 0.18, 0.27], [0.59, 0.00, -0.58], [-0.47, 0.01, 0.53], [0.59, 0.15, -0.32], [-0.33, -0.37, 0.25], [0.07, 0.32, -0.13], [0.25, -0.42, 0.30], [0.21, 0.09, -0.53], [-0.48, -0.40, 0.25], [0.13, 0.01, -0.02], [0.54, 0.07, 0.21], [-0.75, 0.15, -0.34], [0.34, 0.02, 0.47], [0.18, 0.07, 0.01], [-0.47, -0.19, 0.14], [0.25, 0.56, 0.36], [0.13, 0.22, -0.42], [0.04, 0.03, 0.06], [-0.04, 0.10, -0.06], [0.11, -0.02, 0.01], [0.04, 0.07, -0.26], [-0.10, -0.17, -0.04], [-0.13, 0.09, 0.01], [0.19, 0.01, 0.04], [-0.14, -0.11, -0.08], [0.06, -0.07, 0.06], [-0.08, -0.12, -0.03], [-0.22, 0.02, 0.26], [0.08, 0.23, -0.20], [0.04, -0.09, -0.04], [-0.28, -0.03, 0.04], [-0.14, 0.04, 0.06], [0.13, -0.03, -0.03], [-0.07, 0.23, -0.02], [0.10, -0.04, -0.01], [-0.03, -0.02, 0.27], [0.03, 0.15, -0.14], [-0.09, -0.05, -0.14], [0.00, -0.04, 0.12], [0.05, 0.10, 0.06], [0.09, 0.05, -0.03], [0.01, 0.08, -0.14], [-0.09, -0.03, -0.07], [0.03, -0.17, -0.02], [0.18, -0.12, 0.15], [-0.12, 0.06, -0.11], [0.04, 0.09, -0.17], [-0.10, -0.17, -0.07], [0.07, -0.10, -0.10], [0.13, 0.07, -0.07], [-0.11, -0.23, -0.08], [-0.07, -0.12, -0.08], [-0.03, -0.08, 0.09], [-0.02, -0.18, 0.15], [-0.21, 0.25, 0.02], [0.06, 0.11, -0.10], [-0.01, 0.00, 0.05], [0.00, -0.03, 0.00], [-0.01, 0.00, 0.00], [0.08, -0.01, -0.03], [-0.04, -0.03, -0.05], [0.02, 0.01, -0.01], [0.00, 0.00, 0.00], [0.00, 0.01, 0.00], [-0.03, -0.03, 0.07], [-0.02, 0.01, -0.03], [0.01, -0.04, 0.07], [0.01, 0.08, 0.09], [-0.01, -0.01, 0.00], [0.01, 0.00, -0.04], [0.02, -0.06, 0.08], [0.01, 0.02, -0.03], [-0.06, -0.09, 0.03], [0.01, 0.00, 0.00], [0.00, 0.00, 0.02], [-0.10, 0.02, 0.01], [0.00, -0.04, 0.06], [-0.07, 0.03, -0.05], [-0.01, -0.01, 0.03], [0.02, -0.01, 0.01], [0.01, 0.00, 0.00], [-0.03, 0.04, -0.04], [0.04, -0.01, 0.00], [0.00, 0.01, -0.01], [0.00, 0.00, 0.00], [-0.01, 0.00, 0.00], [0.00, -0.01, 0.04], [0.07, -0.02, 0.04], [-0.08, 0.03, -0.03], [-0.01, 0.01, 0.03], [0.05, -0.02, 0.05], [0.05, 0.01, 0.00], [-0.06, 0.03, -0.04], [0.04, -0.01, 0.00], [-0.01, 0.00, -0.01], [0.01, -0.01, -0.02], [-0.03, -0.01, -0.01], [0.01, -0.02, 0.03], [-0.04, 0.04, -0.06], [0.03, -0.05, 0.06], [-0.04, -0.03, 0.03], [0.04, 0.04, -0.01], [0.00, 0.01, -0.03], [0.05, -0.04, 0.06], [0.00, 0.02, -0.03], [0.02, -0.01, -0.01], [0.02, 0.03, 0.00], [0.00, -0.01, 0.01], [-0.03, 0.01, -0.01], [0.10, 0.04, -0.20], [-0.03, 0.00, 0.08], [0.01, -0.02, -0.01], [0.01, 0.00, -0.02], [0.00, 0.02, -0.02], [-0.05, 0.01, 0.09], [0.01, 0.02, -0.03], [-0.01, 0.01, 0.01], [0.00, 0.00, 0.00], [0.00, -0.01, 0.01], [0.02, -0.02, -0.02]]
}

***

[2]
{
  "formula": "C13H12F6INO7PtS2",
  "method": "wB97M-V/def2-TZVPD",
  "homo_energy_ev": [-9.04, -9.06],
  "e_lumo_ev": [0.08, -2.11],
  "multiplicity": 3,
  "e_above_lowest_ev": 0.7812,
  "gap_ha": [0.335, 0.255],
  "species": ["Pt", "F", "C", "F", "F", "S", "O", "O", "N", "S", "O", "O", "C", "F", "F", "F", "I", "C", "C", "C", "C", "C", "C", "C", "O", "O", "H", "H", "H", "H", "C", "C", "C", "O", "C", "H", "H", "H", "H", "H", "H", "H", "H"],
  "positions_angstrom": [[0.65161, 0.29776, 1.04345], [-2.54885, 2.01363, -2.67839], [-2.76843, 2.21038, -1.38250], [-2.41288, 3.43877, -1.03519], [-4.07159, 2.06688, -1.15579], [-1.85730, 0.91884, -0.34774], [-1.18323, 1.71337, 0.68474], [-2.84620, -0.01596, 0.05650], [-0.79925, 0.23411, -1.31647], [0.44502, 1.10220, -1.77609], [0.15560, 2.49180, -1.95511], [1.67865, 0.82302, -1.04768], [0.73517, 0.34256, -3.44039], [1.85011, 0.83669, -3.96423], [0.85769, -0.97612, -3.30103], [-0.28481, 0.61712, -4.24165], [-4.08426, -6.48492, -1.31909], [-2.73718, -5.08972, -0.52059], [-1.59711, -4.76141, -1.23898], [-0.72837, -3.81145, -0.73033], [-1.00374, -3.19941, 0.48840], [-2.14850, -3.54369, 1.20253], [-3.01585, -4.49812, 0.70315], [-0.16224, -2.08031, 0.95164], [-0.56368, -1.33968, 1.90437], [0.91808, -1.76990, 0.35311], [-1.39387, -5.23424, -2.18963], [0.15950, -3.52237, -1.27672], [-2.34709, -3.04410, 2.14063], [-3.90690, -4.76677, 1.25300], [3.63032, 2.31640, 2.31587], [3.27940, 2.94088, 0.94207], [1.78327, 3.22904, 1.05035], [1.29161, 2.23142, 1.97100], [2.27318, 2.20603, 3.02188], [4.31052, 2.94154, 2.89038], [4.08703, 1.33620, 2.19065], [3.45087, 2.22396, 0.14194], [3.84356, 3.84666, 0.73289], [1.23508, 3.16248, 0.11817], [1.59858, 4.20935, 1.49944], [2.13123, 1.30443, 3.61109], [2.09527, 3.08263, 3.65031]],
  "atomic_forces_ev_per_a": [[0.86, -0.09, 0.90], [0.04, 0.05, 0.16], [-0.19, -0.04, 0.06], [0.05, -0.11, -0.11], [0.07, 0.01, 0.06], [-0.50, 0.24, -0.70], [0.40, -0.27, 0.14], [0.05, -0.15, -0.04], [-0.03, 0.16, -0.07], [-0.08, 0.24, -0.86], [0.00, 0.25, -0.19], [-0.12, -0.22, 0.25], [-0.11, -0.17, 0.22], [-0.01, 0.03, 0.06], [0.01, 0.16, -0.12], [0.06, -0.05, 0.04], [0.13, 0.11, 0.09], [-0.12, -0.14, -0.09], [0.02, -0.04, -0.04], [0.08, 0.04, 0.11], [-0.07, -0.11, -0.08], [0.15, 0.05, 0.01], [-0.03, -0.01, 0.05], [-0.12, 0.03, 0.43], [-0.05, -0.01, -0.01], [-0.21, 0.32, -0.11], [-0.01, 0.01, 0.00], [-0.02, 0.00, -0.02], [-0.07, 0.00, -0.02], [0.00, 0.00, -0.02], [-0.13, 0.01, -0.07], [-0.17, -0.11, 0.10], [0.26, 0.28, -0.10], [-0.31, -0.34, -0.11], [0.29, 0.04, 0.09], [0.03, -0.04, 0.02], [0.03, 0.01, 0.02], [0.06, 0.05, -0.04], [0.02, 0.00, -0.02], [-0.08, -0.08, 0.00], [-0.05, -0.06, 0.06], [-0.05, -0.02, -0.05], [-0.08, -0.05, 0.01]]
}

***

no.,total energy (Ha)
1,-4826.28624
2,-2896.48230